Record 1
A cluster of 3 separate species, C5H10O3 in total in a non-equilibrium geometry, computed with wB97M-V/def2-TZVPD.

Calculated values
ΔE to the lowest compared entry with this formula, charge and spin in kJ/mol: 406.8
Charge: 0
HOMO level in eV: -10.24
E_tot in eV: -11485.9708
HOMO-LUMO gap in eV: 11.0
SMILES string: COCO.C#C.C=O

Positions of all 18 atoms, in Å:
C -0.164 -1.929 -1.287
O 0.756 -0.879 -1.071
C 0.537 0.231 -1.899
O -0.570 0.983 -1.526
H -1.195 -1.570 -1.232
H 0.012 -2.657 -0.497
H 0.001 -2.393 -2.266
H 0.358 -0.097 -2.934
H 1.463 0.818 -1.856
H -0.342 1.552 -0.779
C -1.190 -0.167 1.649
C -0.883 -0.457 2.773
H -1.499 0.080 0.678
H -0.600 -0.717 3.748
C 0.824 1.794 1.631
O 0.289 2.461 0.790
H 1.389 0.880 1.385
H 0.814 2.067 2.694

=====

Record 2
An isolated molecule of C5H10O3 in a non-equilibrium geometry, computed with wB97M-V/def2-TZVPD.

Calculated values
ΔE to the lowest compared entry with this formula, charge and spin in kJ/mol: 45.6
Charge: 0
HOMO level in eV: -9.76
E_tot in eV: -11489.7138
HOMO-LUMO gap in eV: 10.6
SMILES string: CC(=O)CC(C)(O)O

Positions of all 18 atoms, in Å:
C -2.068 1.244 0.489
C -1.321 0.777 -0.724
O -1.877 0.349 -1.717
C 0.163 0.737 -0.598
C 0.489 -0.937 -0.466
C 1.986 -1.163 -0.313
O -0.222 -1.333 0.677
O 0.047 -1.578 -1.598
H -1.824 2.282 0.707
H -3.137 1.139 0.340
H -1.748 0.635 1.333
H 0.681 1.065 -1.494
H 0.538 1.216 0.300
H 2.507 -0.822 -1.204
H 2.361 -0.644 0.563
H 2.164 -2.232 -0.202
H -0.332 -2.290 0.644
H -0.782 -1.169 -1.915

=====

Record 3
A structure of composition C5H10O5Tl in a non-equilibrium geometry, computed with wB97M-V/def2-TZVPD.

Calculated values
ΔE to the lowest compared entry with this formula, charge and spin in kJ/mol: 95.7
Charge: 0
⟨S²⟩: 0.754
HOMO level (spin up / spin down) in eV: -7.24 / -9.62
E_tot in eV: -20275.7223
HOMO-LUMO gap (spin up / spin down) in eV: 7.2 / 9.6
Spin multiplicity: 2

Positions of all 21 atoms, in Å:
C 0.709 -1.090 -0.034
C 0.276 -1.246 -1.456
O 0.743 -0.109 -2.184
C 0.747 -0.165 -3.539
O 0.368 -1.214 -4.113
O 1.219 0.848 -4.111
O 0.441 -2.174 0.760
Tl 0.837 -0.199 -6.058
H -0.017 0.411 1.007
H -0.823 -1.310 -1.544
H 0.699 -2.164 -1.889
H 1.015 -2.119 1.552
H 1.672 -0.591 0.135
C -0.467 1.486 1.620
C -0.885 1.350 3.057
O -2.070 0.556 3.121
H 0.355 2.204 1.510
H -1.287 1.835 0.981
H -1.091 2.341 3.496
H -0.084 0.884 3.655
H -2.356 0.467 4.034

=====

Q: Look up the charge of the first one.
A: 0

=====

Q: Look up the ΔE to the lowest compared entry with this formula, charge and spin of the third one.
A: 95.7 kJ/mol